7
Properties=species:S:1:pos:R:3 method="wB97M-V/def2-TZVPD" charge=0 lumo_ev=-0.50 relative_energy_kcal_mol=34.9 homo_energy_ev=-9.8222 homo_lumo_gap_ev=9.319
H -2.296 1.297 -0.460
N -1.652 0.726 0.078
P -1.577 -0.773 0.079
H -2.769 -1.325 -0.589
C 2.743 0.052 0.331
N 3.644 0.013 -0.375
H 1.907 0.011 0.935

---

8
Properties=species:S:1:pos:R:3 method="wB97M-V/def2-TZVPD" charge=0 lumo_ev=0.24 relative_energy_kcal_mol=14.7 homo_energy_ev=-9.9631 homo_lumo_gap_ev=10.201
N 2.683 0.312 0.487
C 1.720 0.316 -0.100
P 0.012 0.093 -0.798
N -0.787 1.212 0.228
S -0.380 -1.764 0.224
H -1.691 1.372 -0.250
H -1.204 0.998 1.217
H -0.353 -2.538 -1.008

---

8
Properties=species:S:1:pos:R:3 method="wB97M-V/def2-TZVPD" charge=0 multiplicity=3 lumo_ev="-0.39 / -2.54" relative_energy_kcal_mol=57.7 homo_energy_ev="-6.6644 / -8.6992" s2=2.0248 homo_lumo_gap_ev="6.270 / 6.161"
C -1.026 -0.570 0.083
N -0.247 0.538 -0.399
N 0.875 1.058 -0.008
P 2.426 0.807 0.043
S -2.143 0.863 0.101
H -1.501 -1.210 -0.782
H -0.823 -0.958 1.119
H 2.440 -0.529 -0.157